[1]
Computed, not measured: a single C6H9NO molecule at a distorted geometry, with wB97M-V/def2-TZVPD.

Computed properties:
- Relative energy (zero: lowest compared OMol25 entry of this formula, charge and spin): 138.7 kcal/mol
- Structure (SMILES): C1O[C@H]2CN[C@@H]3[C@H]1[C@@H]32
- Gap between HOMO and LUMO: 9.55 eV
- Spin multiplicity: 1
- Energy: -9899.5895 eV
- Net charge: 0

Element x y z (Å)
C -1.51720 -1.08708 0.21559
C -0.76366 1.10826 -0.06386
C 0.96799 1.03576 -0.00547
C 1.99254 -0.09126 -0.38278
C 0.00902 -0.85183 0.03753
C 0.06108 0.41381 0.90063
H -1.79249 -1.13340 1.29116
H -1.81678 -2.05074 -0.34858
H -2.13552 0.02794 -1.33462
H -0.98732 2.19246 0.01364
H 1.35343 2.07653 0.23641
H 2.17994 -0.33106 -1.44496
H 2.93860 0.17324 0.21467
H 0.02276 -0.64970 -1.06892
H -0.01412 0.31933 1.98006
N -1.85864 0.15137 -0.40756
O 1.36037 -1.30363 0.16705

Cartesian forces, eV/Å:
0.89 -3.89 0.06
-0.13 1.69 0.11
1.07 2.46 -0.69
0.06 0.07 0.97
0.44 -0.86 0.21
-0.79 -0.21 -0.43
-0.13 -0.11 -0.79
-0.17 1.78 0.86
-0.26 0.16 -1.77
-0.43 -0.95 -0.01
-0.23 -1.29 -0.51
0.11 0.63 0.37
-1.22 -0.78 -1.04
-0.39 0.13 0.95
0.18 0.09 -0.04
0.35 1.81 1.31
0.65 -0.72 0.44

---

[2]
Computed, not measured: a single C4H7N3O molecule at a distorted geometry, with wB97M-V/def2-TZVPD.

Computed properties:
- Relative energy (zero: lowest compared OMol25 entry of this formula, charge and spin): 73.0 kcal/mol
- Structure (SMILES): Cn1[nH]c(=O)cc1N
- Gap between HOMO and LUMO: 9.60 eV
- Spin multiplicity: 1
- Energy: -10776.5803 eV
- Net charge: 0

Element x y z (Å)
C -1.65586 1.31268 -0.24110
C -0.39873 1.00424 0.14959
C -2.47727 0.08159 -0.01226
C 0.60534 -1.20003 -0.29457
N -1.71827 -0.98174 0.40695
N -0.38043 -0.65617 0.66915
N 0.72199 1.78725 0.27245
O -3.66544 0.00765 -0.13854
H -2.22280 2.22266 -0.25813
H 0.42718 -1.35688 -1.30834
H 1.49757 -0.50229 -0.24630
H 0.93616 -2.24139 0.12689
H -1.81946 -1.96594 0.17578
H 0.53338 2.70108 0.52671
H 1.22016 1.25787 1.00318

Cartesian forces, eV/Å:
0.66 -2.50 1.76
-2.57 -1.62 0.34
-0.05 0.47 -0.65
2.65 -1.60 3.31
1.37 -0.47 0.17
1.30 5.01 -2.48
0.81 -4.23 0.64
-1.49 -0.06 -0.30
0.38 0.45 -0.55
-1.33 0.13 -1.82
-0.83 -1.11 0.05
-0.36 1.79 -0.73
-0.72 0.56 -0.02
-0.43 2.10 0.59
0.61 1.09 -0.31

---

[3]
Computed, not measured: 2 unconnected molecules or ions with the total composition C5H14 at a distorted geometry, with wB97M-V/def2-TZVPD.

Computed properties:
- Relative energy (zero: lowest compared OMol25 entry of this formula, charge and spin): 27.3 kcal/mol
- Structure (SMILES): CCC.CC
- Gap between HOMO and LUMO: 12.16 eV
- Spin multiplicity: 1
- Energy: -5410.8648 eV
- Net charge: 0

Element x y z (Å)
C 0.13700 -1.66850 0.22601
C -1.18659 -0.81879 0.02977
C 0.83140 -2.40375 -0.90969
H 0.76142 -0.88816 0.60286
H 0.06577 -2.37671 1.08869
H -1.89463 -1.20003 -0.66646
H 1.77532 -2.05263 -1.27378
H -0.98746 0.21088 -0.36622
H -1.76035 -0.84713 0.89485
H 0.99112 -3.40455 -0.58163
H 0.17528 -2.40373 -1.73146
C -0.49108 2.63414 0.10831
C 0.73960 1.88107 0.51675
H -0.24457 3.72467 0.10851
H -0.88866 2.28416 -0.86515
H -1.32970 2.58340 0.81869
H 0.45941 0.83457 0.56796
H 1.21580 2.02971 1.56875
H 1.63093 1.88136 -0.13675

Cartesian forces, eV/Å:
-0.61 0.74 1.22
1.65 -0.43 -2.04
-0.61 0.20 0.47
1.01 0.12 0.42
-0.48 0.60 -0.65
-0.33 -0.90 -1.07
0.55 0.70 0.15
-0.16 -1.03 0.76
-0.64 0.61 2.00
0.12 -0.93 -0.07
-0.80 -0.34 -1.33
-0.05 1.88 0.11
1.65 -1.57 1.98
-0.38 -0.67 -0.60
0.40 0.47 0.39
0.39 -0.44 0.00
0.25 0.03 0.05
-1.25 0.45 -1.58
-0.70 0.51 -0.20

---

[4]
Computed, not measured: 2 unconnected molecules or ions with the total composition C5H12BFNO5S at a distorted geometry, with wB97M-V/def2-TZVPD.

Computed properties:
- Gap between HOMO and LUMO: 5.85 eV
- Spin multiplicity: 1
- Energy: -31336.4837 eV
- Net charge: -1

Element x y z (Å)
C -0.48712 -0.58544 -0.80176
C -1.35728 -0.07824 0.10754
N -2.79505 -0.34676 0.25454
B -3.50558 0.74628 -0.52384
O -3.22236 1.01791 -1.81625
O -4.47697 1.47554 0.13436
S -3.30312 -1.83674 -0.09174
O -3.81106 -1.91606 -1.42856
O -2.41665 -2.82573 0.40104
F -4.60096 -1.90825 0.80364
H -0.26172 -1.65095 -0.86599
H 0.08974 0.05959 -1.44308
H -0.97572 0.61806 0.84961
H -2.97972 0.22245 -2.30817
H -4.12734 2.25370 0.57173
C 3.41889 0.56848 1.82344
C 3.01293 -0.03005 0.45878
C 3.89951 0.62184 -0.62539
O 1.69819 0.17724 0.21064
H 3.22014 1.64414 1.82281
H 2.83278 0.10454 2.61967
H 4.48376 0.41271 2.04952
H 3.32401 -1.10638 0.49644
H 3.70728 1.69831 -0.65439
H 3.66121 0.19769 -1.60375
H 4.97219 0.46612 -0.44084

Cartesian forces, eV/Å:
-0.11 -0.37 0.11
0.24 0.50 -0.09
0.33 -1.24 0.21
-0.06 0.15 0.28
-0.67 -0.23 -0.18
0.35 0.12 -0.13
0.11 -0.09 0.08
-0.09 0.00 0.03
-0.03 -0.02 0.05
-0.04 0.01 0.01
-1.19 -0.18 -1.09
1.15 0.11 1.15
-0.36 1.05 -0.81
0.50 0.06 0.09
-0.13 0.08 0.21
0.25 -0.17 0.09
-0.09 0.55 0.03
0.25 -0.16 0.00
-0.02 -0.20 0.06
-0.07 -0.01 -0.02
-0.07 0.04 -0.03
0.00 0.01 0.00
-0.13 -0.05 -0.02
-0.07 -0.01 -0.01
-0.07 0.04 0.00
0.00 0.00 0.00

---

[5]
Computed, not measured: a molecular structure, C2CuFO at a distorted geometry, with wB97M-V/def2-TZVPD.

Computed properties:
- Relative energy (zero: lowest compared OMol25 entry of this formula, charge and spin): 0.0 kcal/mol
- Gap between HOMO and LUMO: 6.14 eV
- Spin multiplicity: 1
- Energy: -51474.2138 eV
- Net charge: 0

Element x y z (Å)
C 0.03832 -0.29466 0.24389
O -0.18963 2.05157 -0.46335
C 0.06567 0.99711 0.02362
F -0.32315 -0.78994 1.48879
Cu 0.71310 -1.66852 -1.55941

Cartesian forces, eV/Å:
0.70 -1.61 -0.74
1.00 -0.75 0.86
-1.50 0.73 -1.29
0.44 0.22 -0.75
-0.64 1.42 1.92

---

[6]
Computed, not measured: 2 unconnected molecules or ions with the total composition C13H25BrFN4O4P at a distorted geometry, with wB97M-V/def2-TZVPD.

Computed properties:
- Structure (SMILES): FCCc1nnc(CCCBr)nn1.CCOP(=O)(OCC)OCC
- Gap between HOMO and LUMO: 8.67 eV
- Spin multiplicity: 1
- Energy: -110085.8315 eV
- Net charge: 0

Element x y z (Å)
F 5.09838 2.49848 3.53894
C 4.03768 2.59324 2.64933
C 3.67699 4.06429 2.40775
C 2.21526 4.31270 2.64025
N 1.41194 4.24209 1.57817
N 0.12991 4.40968 1.78665
C -0.25964 4.63522 3.04153
C -1.73599 4.76550 3.27654
C -2.37167 3.34985 3.36495
C -2.93003 2.82912 2.02803
Br -1.77101 1.54230 1.16631
N 0.54694 4.74849 4.09673
N 1.83106 4.57966 3.88838
H 3.18954 2.02340 3.03248
H 4.36071 2.11627 1.72324
H 3.90698 4.34819 1.38193
H 4.26951 4.70422 3.05924
H -2.14624 5.26906 2.40095
H -1.91999 5.32964 4.18619
H -1.57283 2.65925 3.64237
H -3.12528 3.30142 4.14888
H -3.15132 3.65640 1.35953
H -3.85702 2.30063 2.23347
O -0.14618 -1.14721 -1.89442
P -0.05205 -2.59398 -2.10479
O -1.13188 -3.10158 -3.17538
C -1.32957 -2.34318 -4.37646
C -0.19490 -2.51407 -5.36794
O -0.67599 -3.28662 -0.77943
C -0.78463 -2.56041 0.44717
C -2.21541 -2.13301 0.69013
O 1.16452 -3.57762 -2.29936
C 0.97035 -5.00814 -2.32760
C 1.11918 -5.55080 -3.73111
H -1.46605 -1.28881 -4.13005
H -2.26392 -2.69889 -4.80916
H 0.76504 -2.24948 -4.91921
H -0.35680 -1.87941 -6.23938
H -0.12302 -3.54814 -5.70474
H -0.11899 -1.69737 0.44665
H -0.45302 -3.23224 1.24112
H -2.61381 -1.59545 -0.17034
H -2.28199 -1.48944 1.56729
H -2.85239 -3.00522 0.84879
H 0.00824 -5.28316 -1.90263
H 1.74551 -5.42047 -1.68286
H 0.22970 -5.34230 -4.32418
H 1.25122 -6.63273 -3.69772
H 1.97291 -5.09934 -4.23622

Cartesian forces, eV/Å:
-0.10 -0.04 0.11
0.16 0.03 -0.34
-0.18 0.04 -0.20
0.56 0.09 -0.04
-0.27 0.02 0.14
0.30 0.05 0.04
-0.49 0.33 0.17
0.00 -0.61 -0.34
0.74 -0.08 -0.37
-0.53 0.22 0.86
0.03 0.13 -0.19
0.26 -0.11 -0.15
-0.30 -0.02 -0.07
0.09 0.04 0.24
-0.01 0.02 0.00
-0.01 -0.05 -0.01
-0.03 -0.15 0.18
-0.13 0.26 0.21
0.05 0.08 -0.04
-0.19 -0.06 0.38
-0.12 0.12 -0.10
0.18 -0.18 -0.28
0.01 -0.10 -0.23
1.93 0.26 -0.97
-3.36 -1.56 2.17
0.48 0.02 -0.25
-0.11 0.23 -0.33
0.07 -0.16 0.09
0.23 -0.13 -0.31
-0.15 0.13 0.24
-0.19 -0.18 -0.08
0.79 1.29 -0.60
0.20 -0.44 -0.07
-0.17 0.16 -0.15
0.07 -0.03 0.15
0.00 -0.09 0.10
-0.02 0.10 -0.03
-0.01 0.03 0.02
-0.02 0.01 -0.03
-0.01 0.01 -0.13
0.02 -0.05 -0.06
0.12 0.12 0.02
0.01 0.00 0.00
0.03 -0.01 0.02
-0.06 0.19 0.05
0.03 0.14 0.05
-0.01 0.02 0.01
0.04 0.01 0.03
0.08 -0.08 0.07

---

[7]
Computed, not measured: a molecular structure, C15H28BiIO4P2S at a distorted geometry, with wB97M-V/def2-TZVPD.

Computed properties:
- Relative energy (zero: lowest compared OMol25 entry of this formula, charge and spin): 134.6 kcal/mol
- Gap between HOMO and LUMO (alpha / beta): 5.12 / 4.69 eV
- Spin multiplicity: 1
- Energy: -67529.6990 eV
- Net charge: +2

Element x y z (Å)
C 2.95328 -2.30195 -1.87304
I -0.97708 -0.49610 1.63393
H 3.25077 -3.30609 -1.49299
H 3.78248 -1.56663 -1.75003
H 2.54324 -2.35862 -2.89460
Bi 1.22261 -2.04745 -0.24991
P 2.93550 -0.73973 1.28992
C 3.28013 1.03581 1.02145
C 2.14771 -0.99827 2.91616
H 2.98885 -0.99226 3.63290
H 4.99916 -1.45716 2.10273
H 1.61165 -1.96902 2.92012
H 4.16894 -2.83405 1.23424
H 2.32224 1.58282 1.08845
H 1.41156 -0.18754 3.07749
C 4.44406 -1.75967 1.19529
H 3.96843 1.26830 1.85090
H 4.98504 -1.52680 0.25770
H 3.75156 1.14984 0.02480
P -0.61352 -2.42772 -2.11454
C -1.19432 -1.27850 -3.36438
C 0.12143 -3.92471 -3.00531
H -1.56477 -3.56103 -0.16518
H -2.50240 -3.77180 -1.70264
H -2.52924 -2.16450 -0.79092
C -1.95228 -3.05604 -1.06465
H 0.58769 -4.64851 -2.29586
H -0.78116 -4.39474 -3.47167
H -1.89302 -1.80307 -3.99098
H -0.25443 -0.90269 -3.84065
H 0.86115 -3.59061 -3.77257
H -1.71425 -0.45319 -2.86108
C 1.43581 0.22521 -1.58997
O 1.48019 1.28440 -2.08760
C -3.69069 4.52221 3.44529
C -3.02809 3.82278 2.30172
C -3.85187 3.40614 1.25419
C -3.28728 2.75173 0.15828
C -1.93026 2.59669 0.07975
C -1.11143 2.93115 1.16191
C -1.66540 3.58411 2.26393
S -1.48646 1.42534 -1.33540
O -2.63792 0.59962 -1.28400
O -1.09460 2.11778 -2.50752
O 0.01679 -0.42006 -1.44517
H -4.22381 5.42687 3.10496
H -4.44857 3.87373 3.91021
H -2.95551 4.81119 4.20162
H -4.92911 3.58990 1.23821
H -3.91676 2.34923 -0.67733
H -0.02143 2.64997 1.14925
H -1.01460 3.93367 3.11261

Cartesian forces, eV/Å:
-0.11 -0.24 0.97
0.28 -0.48 -0.25
0.17 0.56 -0.68
-0.79 -0.62 -0.29
0.37 0.12 0.53
0.95 0.32 0.15
-0.88 -0.10 0.09
0.05 -0.88 -0.04
0.59 0.18 -0.18
-0.59 0.00 0.07
0.20 -0.41 -0.54
0.38 0.55 0.15
0.28 0.63 0.07
0.59 -0.18 0.03
0.57 -0.52 0.14
-0.29 0.41 0.05
-0.19 0.44 -0.41
-0.11 -0.19 0.67
-0.19 0.16 0.67
-0.63 -1.74 -0.96
0.43 0.02 0.08
-0.31 0.52 0.15
-0.21 0.22 -0.39
-0.11 0.38 0.40
-0.22 -0.45 0.11
0.18 0.20 -0.39
-0.37 0.62 -0.48
0.82 0.25 0.12
-0.08 -0.13 -0.83
-1.11 -0.30 -0.12
-0.72 -0.39 0.56
0.15 -0.66 -0.54
-2.33 1.57 -0.82
0.93 -1.54 0.77
-0.07 0.26 0.43
-1.18 0.35 0.10
0.65 -0.30 -0.91
-2.20 -0.36 -1.31
1.66 -0.37 1.54
1.60 -0.28 -0.45
1.15 0.11 0.09
-1.87 1.88 1.21
0.14 -1.29 -0.75
0.70 -0.44 -0.08
2.62 1.71 1.03
0.29 -0.33 0.08
0.27 0.15 -0.10
-0.24 0.00 -0.05
0.40 -0.06 0.19
0.42 0.72 1.15
-1.32 0.48 0.04
-0.72 -0.55 -1.06